Entry 1:
H2O3S | ωB97M-V/def2-TZVPD

The calculation puts the energy above the lowest of the compared OMol25 structures with the same formula, charge and spin at 0.0 kcal/mol. Its charge is 0. For the energy, the calculation gives -17003.7031 eV. As for the spin multiplicity: 1. As for the SMILES: OOOS.

Each atom is followed by the atoms it is bonded to, with distances in Å.
Cartesian coordinates (Å):
1 O 1.377 0.076 0.961  O2 1.399, H5 0.965
2 O 0.012 0.122 1.264  O1 1.399, O3 1.378
3 O -0.707 0.639 0.208  O2 1.378, S4 1.751
4 S -1.186 -0.376 -1.136  O3 1.751, H6 1.333
5 H 1.425 -0.883 0.874  O1 0.965
6 H -0.921 0.422 -2.171  S4 1.333

***

Entry 2:
C4H13N3S | ωB97M-V/def2-TZVPD

The calculation puts the energy above the lowest of the compared OMol25 structures with the same formula, charge and spin at 137.6 kcal/mol. Its charge is 0. For the energy, the calculation gives -19658.8548 eV. As for the spin multiplicity: 1.

Each atom is followed by the atoms it is bonded to, with distances in Å.
Cartesian coordinates (Å):
1 C -2.059 -0.665 0.374  N2 1.493, C3 1.611, H9 1.115, H10 1.092
2 N -2.589 0.599 0.965  C1 1.493, H11 1.061, H12 1.030
3 C -0.491 -0.835 0.700  C1 1.611, C4 1.584, N6 1.458, H13 1.079
4 C 0.284 -0.073 -0.453  C3 1.584, S5 1.876, H14 1.099, H15 1.054
5 S -0.013 1.779 -0.386  C4 1.876
6 N -0.016 -2.213 0.695  C3 1.458, C7 1.452
7 C 1.321 -2.324 1.252  N6 1.452, H17 1.146, H18 1.006, H19 1.089
8 N 2.841 1.305 -2.083  H16 1.042, H20 1.039, H21 1.048
9 H -1.943 -0.444 -0.713  C1 1.115
10 H -2.728 -1.526 0.451  C1 1.092
11 H -1.875 1.335 0.690  N2 1.061
12 H -3.454 0.891 0.487  N2 1.030
13 H -0.306 -0.373 1.657  C3 1.079
14 H 0.017 -0.468 -1.444  C4 1.099
15 H 1.303 -0.271 -0.268  C4 1.054
16 H 2.453 2.090 -1.518  N8 1.042
17 H 2.113 -1.819 0.597  C7 1.146
18 H 1.593 -3.291 1.191  C7 1.006
19 H 1.524 -1.762 2.162  C7 1.089
20 H 1.994 1.041 -2.623  N8 1.039
21 H 3.536 1.681 -2.771  N8 1.048

***

Let's list strongest force on any atom in order: 2.1, 4.6 eV/A.